[1]
C19H45BF4N17O7 | wB97M-V/def2-TZVPD

## Properties
frontier orbital gap (alpha / beta)	0.2098 / 0.0588	hartree
LUMO energy (alpha / beta)	-1.944 / -6.053	eV
E_tot	-2633.08308	Eh
charge	0
spin multiplicity	2
E_HOMO (alpha / beta)	-7.653 / -7.651	eV
F_max	0.1222	Eh/bohr
molar mass	710.485	g/mol

Atoms and positions in Å:
B -0.443 0.577 -0.025
F 0.530 -0.145 0.677
F -0.061 0.672 -1.309
F -1.608 -0.074 0.054
F -0.616 1.761 0.594
C 0.350 3.938 -2.371
O 0.676 5.000 -2.891
N 0.937 2.788 -2.594
N -0.471 3.878 -1.392
H 1.741 2.867 -3.199
H 0.837 1.955 -2.031
H -0.629 2.962 -0.997
H -0.720 4.731 -0.911
C -4.202 1.560 -1.260
O -5.239 2.111 -1.590
N -4.035 0.874 -0.168
N -3.113 1.725 -1.930
H -3.183 0.354 -0.013
H -4.810 0.757 0.469
H -2.275 1.240 -1.643
H -3.072 2.361 -2.714
C -2.252 1.334 3.483
O -2.730 0.877 4.552
N -0.991 1.355 3.210
N -2.944 1.963 2.588
H -0.361 0.997 3.914
H -0.663 1.723 2.329
H -3.938 1.897 2.755
H -2.563 2.138 1.669
C -0.157 0.686 -5.335
O 0.621 1.399 -5.901
N 0.060 0.019 -4.231
N -1.315 0.422 -5.851
H -0.756 -0.430 -3.840
H 0.924 0.159 -3.726
H -1.968 -0.112 -5.296
H -1.588 0.890 -6.704
C 0.482 -3.048 -1.457
O 0.591 -4.184 -1.876
N 0.881 -2.679 -0.313
N -0.060 -2.010 -2.032
H 0.540 -1.769 -0.037
H 1.188 -3.341 0.386
H -0.608 -2.063 -2.879
H -0.142 -1.128 -1.547
C 1.596 -0.097 4.607
O 0.490 0.230 5.074
N 2.714 -0.130 5.240
N 1.821 -0.390 3.327
H 3.522 -0.452 4.728
H 2.712 0.033 6.237
H 2.781 -0.664 3.171
H 1.086 -0.355 2.635
C -1.614 -2.714 3.190
O -1.347 -2.021 4.147
N -1.990 -3.985 3.291
N -1.643 -2.360 1.921
H -2.510 -4.379 2.521
H -2.205 -4.343 4.211
H -1.906 -3.027 1.210
H -1.374 -1.421 1.664
C 4.533 3.037 3.215
C 4.305 2.903 1.653
C 2.938 2.309 1.344
C 1.823 2.942 1.980
N 0.940 3.496 2.501
H 4.250 2.177 3.821
H 3.829 3.781 3.588
H 5.487 3.493 3.481
H 5.029 2.219 1.210
H 4.333 3.864 1.141
H 2.815 1.241 1.525
H 2.775 2.334 0.267
N -2.589 -4.317 -1.034
C -3.111 -3.289 -0.393
C -4.265 -3.711 0.307
C -4.406 -5.049 -0.056
C -3.410 -5.396 -0.949
H -1.735 -4.297 -1.573
H -2.722 -2.284 -0.452
H -4.856 -3.155 1.019
H -5.193 -5.701 0.292
H -3.213 -6.333 -1.450
N 4.105 -0.335 -3.807
C 4.569 0.652 -3.003
C 3.972 0.523 -1.755
C 3.028 -0.469 -1.848
C 3.054 -0.911 -3.158
H 4.315 -0.567 -4.767
H 5.376 1.317 -3.270
H 4.296 1.103 -0.903
H 2.332 -0.830 -1.106
H 2.416 -1.657 -3.606

***

[2]
C4H10N2 | wB97M-V/def2-TZVPD

## Properties
frontier orbital gap	0.3479	hartree
LUMO energy	1.041	eV
E_tot	-267.85901	Eh
structure (SMILES)	C=C(N)CCN
charge	0
spin multiplicity	1
E_HOMO	-8.426	eV
F_max	0.0944	Eh/bohr
molar mass	86.138	g/mol

Atoms and positions in Å:
C -1.037 0.979 -0.581
C -1.043 -0.393 0.275
C 0.253 -0.992 0.109
C 1.149 -1.188 1.129
N 0.717 -1.284 -1.217
N 0.155 1.731 -0.136
H -1.204 0.939 -1.682
H -1.991 1.369 -0.206
H -1.892 -0.984 -0.062
H -1.064 -0.098 1.330
H 2.193 -1.472 0.979
H 1.054 -0.922 2.150
H 0.910 -0.285 -1.666
H 1.654 -1.624 -1.192
H -0.012 2.730 -0.098
H 0.158 1.494 0.868

***

[3]
BrF2NS | wB97M-V/def2-TZVPD

## Properties
frontier orbital gap	0.3583	hartree
LUMO energy	-0.609	eV
E_tot	-3226.60675	Eh
charge	0
spin multiplicity	1
E_HOMO	-10.359	eV
F_max	0.0273	Eh/bohr
molar mass	163.974	g/mol

Atoms and positions in Å:
N 0.553 0.348 0.606
F -1.629 0.692 -0.335
F -0.998 -1.585 -0.033
S -0.275 -0.190 -0.544
Br 2.349 0.735 0.305

***

[4]
C5H8NS | wB97M-V/def2-TZVPD

## Properties
frontier orbital gap (alpha / beta)	0.2674 / 0.2674	hartree
LUMO energy (alpha / beta)	-5.143 / -5.143	eV
E_tot	-647.93302	Eh
structure (SMILES)	C=[N+]1C=C(C)SC1
charge	+1
spin multiplicity	1
E_HOMO (alpha / beta)	-12.419 / -12.420	eV
F_max	0.1468	Eh/bohr
molar mass	114.193	g/mol

Atoms and positions in Å:
C 0.026 -0.335 0.550
C -1.195 0.277 -0.283
C 2.367 -0.531 0.397
C 1.138 0.618 -1.293
C -2.588 0.204 0.151
N 1.212 -0.125 -0.042
S -0.613 1.013 -1.686
H -0.118 -0.827 1.487
H 3.267 -0.286 -0.135
H 2.427 -1.117 1.298
H 1.692 1.561 -1.240
H 1.542 0.029 -2.122
H -2.744 -0.644 0.811
H -3.259 0.127 -0.702
H -2.855 1.114 0.699

***

[5]
C35H45BrCl3N8O3PtS | wB97M-V/def2-TZVPD

## Properties
frontier orbital gap (alpha / beta)	0.2846 / 0.1939	hartree
LUMO energy (alpha / beta)	-7.849 / -10.290	eV
E_tot	-6495.64493	Eh
charge	+3
spin multiplicity	5
E_HOMO (alpha / beta)	-15.592 / -15.567	eV
F_max	0.0144	Eh/bohr
molar mass	1039.206	g/mol

Atoms and positions in Å:
Pt 0.158 -0.635 -0.288
Cl -4.467 0.248 5.552
C -3.534 -0.312 4.266
C -2.918 0.635 3.412
C -2.159 0.190 2.382
Cl -1.429 1.312 1.288
C -1.940 -1.224 2.137
O -1.213 -1.679 1.227
C -2.636 -2.144 3.028
Cl -2.441 -3.805 2.737
C -3.400 -1.695 4.064
H -3.073 1.692 3.580
H -3.901 -2.393 4.722
C 3.607 -0.722 -2.056
O 2.291 -0.112 -2.083
C 1.969 0.679 -3.088
C 2.783 0.976 -4.162
C 2.301 1.833 -5.145
Br 3.352 2.247 -6.591
C 1.004 2.402 -5.065
C 0.176 2.128 -4.017
C 0.617 1.240 -2.966
O -0.118 0.963 -1.988
C -1.164 2.714 -3.959
N -2.060 2.527 -2.992
C -3.230 3.235 -3.281
C -4.438 3.361 -2.601
C -5.389 4.155 -3.202
C -5.152 4.801 -4.433
C -3.957 4.674 -5.103
C -3.001 3.869 -4.492
N -1.707 3.516 -4.875
H 3.728 -1.375 -2.919
H 3.648 -1.298 -1.139
H 4.370 0.053 -2.044
H 3.777 0.565 -4.254
H 0.702 3.060 -5.867
H -1.853 1.955 -2.185
H -4.621 2.865 -1.657
H -6.348 4.289 -2.720
H -5.932 5.416 -4.862
H -3.780 5.170 -6.048
H -1.256 3.830 -5.719
C 2.566 -1.142 6.514
C 2.335 -2.582 6.048
C 2.296 -2.793 4.535
C 1.056 -2.264 3.826
N 1.033 -0.786 3.749
C 1.475 -0.035 2.750
S 1.948 -0.766 1.223
N 1.622 1.265 2.948
C 2.200 2.252 2.021
C 3.698 2.427 2.230
C 4.095 2.801 3.657
C 3.463 4.100 4.150
H 2.831 -1.118 7.570
H 1.673 -0.510 6.427
H 3.383 -0.670 5.961
H 1.414 -2.971 6.492
H 3.140 -3.202 6.442
H 2.343 -3.864 4.327
H 3.180 -2.345 4.068
H 0.153 -2.569 4.357
H 0.997 -2.644 2.810
H 0.932 -0.321 4.642
H 1.497 1.594 3.897
H 1.666 3.185 2.196
H 1.985 1.925 1.007
H 4.030 3.210 1.542
H 4.205 1.503 1.933
H 5.181 2.891 3.692
H 3.853 1.979 4.341
H 3.694 4.929 3.477
H 3.839 4.366 5.137
H 2.372 4.039 4.232
C -0.454 -1.864 -3.088
N -0.711 -2.105 -1.626
C -0.079 -3.437 -1.272
N -0.592 -4.499 -2.096
C -0.318 -4.193 -3.503
N -0.955 -2.930 -3.916
C -2.405 -3.053 -3.702
N -2.716 -3.336 -2.298
C -2.210 -2.272 -1.470
C -2.048 -4.590 -1.915
H 0.626 -1.776 -3.224
H -0.943 -0.929 -3.363
H -0.296 -3.631 -0.222
H 1.000 -3.340 -1.409
H -0.702 -4.999 -4.125
H 0.759 -4.120 -3.656
H -2.787 -3.861 -4.323
H -2.894 -2.124 -4.001
H -2.413 -2.496 -0.430
H -2.679 -1.323 -1.743
H -2.432 -5.397 -2.536
H -2.271 -4.816 -0.872

***

[6]
C2HN3O3 | wB97M-V/def2-TZVPD

## Properties
frontier orbital gap	0.3581	hartree
LUMO energy	-1.281	eV
E_tot	-466.67302	Eh
structure (SMILES)	[H]/N=c1/nnoc(=O)o1
charge	0
spin multiplicity	1
E_HOMO	-11.026	eV
F_max	0.1082	Eh/bohr
molar mass	115.048	g/mol

Atoms and positions in Å:
C 0.386 0.102 0.852
C -0.698 0.358 -1.171
H 1.554 1.252 1.411
N 1.274 0.344 1.801
N -0.011 -1.249 0.765
N -0.393 -1.825 -0.170
O -0.621 -0.959 -1.498
O -1.041 1.005 -2.073
O -0.448 0.973 0.083